# 1
Density functional theory data (the ωB97M-V functional and the def2-TZVPD basis) for a 15-piece molecular cluster, C43H77Cl28F11NO6PS2 overall at a distorted geometry.

Geometry (Å):
Cl: -0.17276 -6.03501 -4.56952
Cl: -10.99332 -1.88805 4.48676
Cl: -15.28581 -3.80932 6.92817
Cl: 9.77613 0.60799 4.56282
Cl: -5.11097 4.03012 8.03179
Cl: -3.70258 11.43831 -4.92949
Cl: 1.62256 -9.21144 0.50170
Cl: 3.19034 -5.94873 -0.10491
Cl: 6.23527 5.04937 -5.86868
Cl: 6.73409 1.25532 5.96618
Cl: -4.05429 6.63797 -0.29110
Cl: -0.04988 -8.23289 -1.93608
Cl: -15.14276 -1.36302 9.30457
Cl: 6.81923 8.22579 -6.97092
Cl: 0.94852 8.80626 -6.35639
Cl: 5.85080 -5.16026 -5.05629
Cl: -4.14646 4.46777 2.33427
Cl: 1.92151 -8.66153 -6.38427
Cl: -1.96159 9.90946 -2.42284
Cl: 1.70491 -11.42174 3.10082
Cl: -1.30332 6.51919 -4.06421
Cl: -1.84729 3.60318 -2.37081
Cl: -11.13608 -4.33459 2.11099
Cl: -6.87545 5.56138 5.54280
Cl: 3.17841 -3.74079 -2.70663
Cl: 3.78253 -7.32684 -8.92014
Cl: 2.47074 5.75207 -6.42971
Cl: 5.29503 -8.34070 -3.95155
S: 2.51687 2.65140 0.47569
S: -4.75702 -1.68856 2.88374
P: 2.85726 -0.27032 -0.69932
F: -4.75543 -1.74725 1.22167
F: -4.83620 -3.38251 2.94346
F: -1.59107 4.27955 2.72579
F: -6.43318 -1.70230 2.82343
F: 2.54730 4.94825 4.52894
F: -4.89649 -1.70198 4.57652
F: -2.53152 -3.14941 3.14211
F: -1.93979 -2.11765 0.73771
F: -4.82914 -0.02431 2.95822
F: -2.56116 -1.20610 4.32333
F: -2.51642 0.04541 1.25027
O: 3.91883 2.95011 0.04212
O: 2.12047 3.32235 1.99769
O: 2.08464 -1.83138 -0.60033
O: -1.41913 3.75633 4.94850
O: 0.88855 5.73132 3.18188
O: 1.56839 3.22727 -0.57334
N: 0.59226 3.44384 3.80561
C: -14.15439 -2.43379 6.98298
C: -0.48682 -0.88620 2.24294
C: -2.89446 -1.75677 3.03637
C: 9.43288 1.72854 5.90370
C: 2.13178 8.17053 -5.18601
C: 3.16948 7.28313 -5.84419
C: 2.30372 0.36429 2.15313
C: 2.09069 0.85953 0.61864
C: -5.11379 5.62711 5.80384
C: 8.31204 1.22978 6.79411
C: 0.93325 2.67930 2.52897
C: -1.94321 11.50193 -4.65372
C: 2.77319 -5.47566 -2.76956
C: 0.58534 -11.43833 1.71591
C: 3.73619 0.72921 2.78581
C: -9.62497 -2.58691 3.58537
C: -4.56882 4.32709 6.36056
C: 1.24395 -10.95051 0.44048
C: 2.46774 0.35571 -2.44034
C: 2.08754 -5.95178 -1.50528
C: -1.17491 -8.25954 -3.32295
C: -1.40500 10.20208 -4.08956
C: 1.34336 4.73645 3.81064
C: 6.39219 0.90521 2.57098
C: 6.71690 5.54073 -7.51171
C: 5.01037 0.35242 1.88987
C: 6.64243 -6.64667 -5.63447
C: -1.42399 6.31379 -2.29805
C: 5.70642 -7.83913 -5.61196
C: -4.45740 4.90319 -0.34794
C: 1.18597 1.13162 3.01530
C: -13.77470 -2.06120 8.40249
C: -0.85459 4.98540 -1.83646
C: -5.19358 4.44411 0.89441
C: -0.83245 3.83052 3.83373
C: 3.88925 -0.17125 4.15499
C: -2.04083 -1.16468 1.82909
C: -10.00425 -2.95954 2.16589
C: 2.90157 -8.87560 -8.93822
C: 7.64514 6.73918 -7.50148
C: 1.61761 -8.81319 -8.13426
C: -0.53581 -7.77795 -4.61122
C: -0.26207 0.44526 3.09116
H: 8.21939 1.87480 7.67009
H: -13.40643 -2.92476 8.95930
H: -6.06814 5.06469 1.09880
H: 0.39318 -8.31145 -4.83053
H: 2.16991 -11.49066 0.23427
H: 1.74257 -6.98289 -1.63519
H: -2.04585 -7.65555 -3.06106
H: -13.26361 -2.73565 6.42787
H: 2.67395 -9.09662 -9.98281
H: -5.08538 4.75424 -1.22849
H: -1.69884 9.34668 -4.70001
H: 5.00887 0.76920 0.82775
H: 0.09004 2.74492 1.74832
H: -1.50051 -9.29547 -3.43911
H: -0.82886 4.95245 -0.74528
H: 4.05682 0.55401 5.04356
H: 4.77457 -0.88166 4.03080
H: 0.10119 -0.98395 1.27127
H: -0.28462 -10.83232 1.97555
H: 3.94464 7.02023 -5.12169
H: 1.04782 -9.73385 -8.27640
H: 6.97013 -6.45286 -6.65806
H: 3.64700 7.78182 -6.68975
H: 6.18574 -8.69555 -6.09078
H: 7.52858 -6.82009 -5.02102
H: -12.98715 -1.30486 8.38762
H: 0.25484 -12.47144 1.58919
H: -8.83735 -1.83106 3.57124
H: -4.86708 3.47273 5.75004
H: 1.58415 7.63785 -4.40577
H: 3.22983 1.16953 -2.75723
H: -0.45516 0.16645 4.20113
H: 8.50391 6.57635 -6.84775
H: 3.69434 -6.03054 -2.95953
H: -2.47455 6.42459 -2.01383
H: -4.65897 5.83438 4.83337
H: -9.25715 -3.45024 4.14281
H: 2.49926 -0.50502 -3.20837
H: 10.35344 1.81840 6.48417
H: 1.19043 -1.78945 -1.03143
H: -1.06003 1.26029 2.86815
H: -0.31446 10.23722 -4.05675
H: -4.90182 6.46850 6.46631
H: 2.62019 9.03425 -4.72970
H: -1.47923 11.70588 -5.62073
H: 7.22233 4.68408 -7.96183
H: 8.49595 0.21064 7.13918
H: -14.61590 -1.59578 6.45725
H: 6.50023 2.00532 2.21445
H: -1.22283 -7.93626 -5.44516
H: -1.73546 12.34431 -3.99109
H: 0.93885 0.80867 0.44976
H: -3.53054 4.34630 -0.49256
H: 1.55860 1.24801 4.10786
H: 3.57282 -9.65095 -8.56386
H: 0.16123 4.83278 -2.20576
H: -0.86251 7.13361 -1.84526
H: 2.94047 -0.80409 4.28045
H: -10.46518 -2.12128 1.64001
H: 5.15041 -0.79276 1.80093
H: 8.01677 6.92728 -8.51091
H: 3.85585 1.81463 3.12895
H: -3.47839 4.36397 6.38402
H: 5.80892 5.74037 -8.08434
H: 1.22219 -5.33389 -1.25692
H: -9.11330 -3.26164 1.61183
H: 7.32266 0.35995 2.19662
H: 9.20234 2.70686 5.47795
H: -5.53178 3.41391 0.76465
H: 6.34340 0.94791 3.71235
H: 2.22781 -0.77634 2.15044
H: 4.77602 -7.62921 -6.14127
H: -0.20372 -1.78113 2.91943
H: 2.11183 -5.61239 -3.62337
H: 0.56820 -11.09666 -0.40514
H: 0.99114 -7.97436 -8.44338
H: 1.41359 0.82391 -2.54069

Output
LUMO level: -1.785 eV
Highest occupied orbital energy: -8.9 eV

These are the Löwdin partial charges, in e, on atoms 1 to 5:
1. Cl 0.60
2. Cl 0.55
3. Cl 0.53
4. Cl 0.55
5. Cl 0.54


# 2
Density functional theory data (the ωB97M-V functional and the def2-TZVPD basis) for a 11-piece molecular cluster, C43H77N10O overall at a distorted geometry.

Geometry (Å):
O: -0.78839 -1.29628 1.21546
N: 3.07103 -0.14099 -3.40652
N: -5.73717 0.22978 3.36241
N: 1.04679 1.66936 5.27576
N: 1.92749 -4.67274 1.78763
N: 3.35827 2.46347 0.28627
N: 0.99256 6.50648 -0.61513
N: -3.38001 -4.50717 4.96240
N: -3.28478 -2.26992 -4.18839
N: 1.72384 -4.09449 -4.64058
N: -1.11892 3.23604 -2.40863
C: -4.37879 -3.55744 1.69364
C: -0.21447 -0.59920 0.14159
C: 0.23117 4.78696 2.63135
C: 2.48846 4.25336 -2.77543
C: 0.91543 -2.86371 3.41021
C: 1.63486 1.51395 4.26451
C: -0.72873 5.95927 2.97416
C: 3.78283 0.95105 3.15589
C: 3.78769 -3.85677 -3.02012
C: 3.07606 2.60734 -0.85174
C: 1.51151 -3.87678 2.48309
C: 2.36800 1.38058 3.03011
C: -0.99759 -5.29329 -2.63661
C: -3.34748 -3.95869 3.96009
C: 0.72228 5.67431 0.16569
C: -4.27382 -5.00334 1.33915
C: 4.66113 1.78673 4.22330
C: 3.77941 5.03963 -2.79235
C: -4.68618 0.52236 2.88683
C: 3.09258 -3.03661 5.00531
C: -2.84574 2.28661 2.73646
C: 1.93510 -0.08422 -3.54196
C: 3.46914 -3.38347 -1.55372
C: -2.80793 -2.68363 -3.18144
C: -3.52745 2.49821 -1.86860
C: 1.27997 -0.93171 -0.10938
C: -1.03296 -3.86243 -1.98436
C: 0.44859 -0.05007 -3.75216
C: -3.57086 3.28311 1.90552
C: -3.27675 0.82120 2.47700
C: 0.80572 -0.07905 -6.26247
C: -4.96954 2.65584 -4.04520
C: -2.18067 2.92601 -2.22188
C: -0.02990 0.49267 -5.11260
C: -2.36131 -3.15217 -1.85900
C: -4.35622 1.71623 -2.97245
C: 2.64513 2.77560 -2.28108
C: -0.38518 0.90734 0.16851
C: 2.61681 -3.97848 -3.93196
C: -3.28515 -3.13332 2.72397
C: 1.52847 -2.85265 4.83310
C: 0.28206 4.53921 1.03779
C: 4.53761 -3.79155 -0.55644
H: 0.97073 3.72720 0.80438
H: -0.71847 4.22760 0.73788
H: -4.32644 -2.94518 0.79336
H: -1.41862 1.21075 0.00102
H: 1.40925 -2.01393 -0.09558
H: 3.44237 -2.29813 -1.65077
H: -1.77111 2.26560 2.55527
H: -3.14718 3.35591 0.90387
H: -0.08627 0.51017 -2.98525
H: 1.13407 -1.91943 5.23513
H: -1.09939 0.32459 -5.23928
H: 1.88745 -0.51803 0.69556
H: 1.77978 0.39827 -6.36954
H: 1.21134 5.00833 3.05368
H: 4.55230 -4.88143 -0.55125
H: -2.30061 -3.36470 2.31747
H: 4.22280 4.79085 -1.82819
H: 0.20876 -1.09901 -3.57806
H: -0.03931 -5.80438 -2.54391
H: -3.44217 -2.10071 3.03566
H: 2.41215 2.37160 2.57841
H: 3.32314 2.32312 -3.00472
H: 4.19161 1.99387 5.18494
H: -4.10106 3.37671 -1.57315
H: -4.22045 2.90824 -4.79570
H: -1.69071 -5.99506 -2.17272
H: 0.99987 -1.15088 -6.22256
H: 1.92103 4.80208 -2.02375
H: 3.75196 -0.07562 3.52072
H: 3.75005 6.11374 -2.97542
H: -0.66460 -0.90431 -0.80307
H: -2.61186 0.10202 2.95533
H: -5.84317 2.20667 -4.51756
H: -0.15849 1.17709 1.19999
H: 5.53862 1.18103 4.44963
H: -0.14082 -3.13162 3.38461
H: 0.99387 -3.55403 5.47371
H: 4.35912 -4.78473 -2.99859
H: -3.12426 -3.76864 -1.38363
H: 0.25699 1.44045 -0.53256
H: 0.35971 0.11476 -7.23798
H: -5.04923 -5.26179 0.61801
H: -0.78148 6.09711 4.05412
H: -5.24604 3.61841 -3.61497
H: -4.40158 -5.52226 2.28915
H: 2.49056 -3.82443 -1.36389
H: -0.19513 -3.26879 -2.35004
H: 1.65378 -0.62918 -1.08756
H: -2.98307 2.39452 3.81238
H: -0.04753 1.58202 -5.07952
H: 4.57011 4.68238 -3.45210
H: -5.17349 1.14204 -2.53603
H: 4.50616 -3.17562 -3.47612
H: -0.24664 3.93450 3.11417
H: 5.51497 -3.42784 -0.87360
H: 2.02194 4.23719 -3.76042
H: 3.61439 -2.23366 4.48465
H: -5.35836 -3.32888 2.11352
H: -1.32495 -5.28665 -3.67626
H: -0.29258 6.89221 2.61712
H: -3.29461 -5.25987 0.93487
H: -0.64137 -3.92939 -0.96934
H: 1.72131 2.22976 -2.47271
H: 3.48679 -3.98173 4.63189
H: 1.83081 0.66507 2.40757
H: -3.36727 4.17698 2.49514
H: -3.38597 1.85101 -1.00302
H: 4.28174 0.76566 2.20467
H: 5.13596 2.64174 3.74205
H: -4.64234 3.10029 1.98681
H: 0.90347 -1.87791 2.94530
H: -1.73311 5.82369 2.57299
H: -2.29243 -2.23615 -1.27228
H: 4.32875 -3.40131 0.43965
H: -3.20201 0.69816 1.39655
H: 3.43918 -2.82435 6.01671
H: -3.76612 0.84399 -3.25366

Output
Energy relative to the best compared isomer or geometry (same formula, charge and spin): 0.0 kcal per mole
LUMO level: 2.228 eV
Net charge: -1
Highest occupied orbital energy: -4.6 eV

These are the Löwdin partial charges, in e, on atoms 1 to 5:
1. O -0.30
2. N 0.17
3. N 0.11
4. N 0.13
5. N 0.14


Question: Look up the LUMO level of the first one.
Answer: -1.785 eV


Question: Look up the LUMO level of the second one.
Answer: 2.228 eV


Question: The lowest LUMO level belongs to which entry?
Answer: C43H77Cl28F11NO6PS2


Question: Which of these has the highest highest occupied orbital energy?
Answer: C43H77N10O